This record from the Open Molecules 2025 dataset describes a structure of composition C16H22CaN3O9. The level of theory is ωB97M-V/def2-TZVPD.

Geometry (Å):
Ca 4.035 -1.855 3.062
N 1.774 -2.152 1.124
O 1.932 -2.829 2.154
O 0.721 -1.959 0.617
O 2.744 -1.458 1.070
C 0.165 -0.507 -2.652
C -1.346 -0.799 -2.892
C -2.135 -1.006 -1.569
O -3.256 -0.197 -1.703
C -3.022 0.714 -2.608
O -3.644 1.741 -2.658
O -1.931 0.334 -3.387
H 0.711 -0.224 -3.552
H 0.640 -1.330 -2.119
H 0.211 0.324 -1.949
H -1.518 -1.657 -3.542
H -1.414 -0.916 -0.756
H -2.563 -2.000 -1.440
C 3.101 1.658 -0.710
C 3.822 2.917 -0.825
C 2.938 4.115 -1.128
O 3.392 5.026 -0.128
C 4.178 4.552 0.668
O 4.429 5.094 1.755
O 4.406 3.247 0.397
H 2.432 1.580 0.147
H 3.680 0.740 -0.608
H 2.452 1.396 -1.546
H 4.558 2.909 -1.630
H 1.919 3.778 -0.941
H 3.266 4.321 -2.147
N -1.783 -3.584 0.672
C -2.468 -3.030 1.755
C -3.691 -3.728 1.814
C -3.651 -4.638 0.777
C -2.455 -4.658 0.183
H -0.978 -3.174 0.221
H -2.113 -2.206 2.356
H -4.533 -3.570 2.473
H -4.426 -5.373 0.612
H -1.878 -5.228 -0.530
N -0.629 0.323 1.475
C -0.632 1.508 0.792
C -0.885 2.523 1.641
C -1.233 1.918 2.926
C -0.943 0.576 2.806
H -0.454 -0.533 0.968
H -0.465 1.515 -0.275
H -0.943 3.591 1.486
H -1.469 2.452 3.835
H -1.049 -0.240 3.506

Summary:
- E_LUMO (spin up / spin down): -0.3237 / -0.3553 hartree
- Frontier orbital gap (spin up / spin down): 0.1625 / 0.1308 hartree
- <S²>: 0.762
- Multiplicity: 2
- Charge: +2

Atomic partial charges in e from the Löwdin method, atoms 1 to 8: 1.8249 -0.5837 -0.1380 0.0652 -0.1157 -0.0007 -0.3230 -0.1189

This record from the Open Molecules 2025 dataset describes a cluster of 2 separate species, C4H4N2O in total. The level of theory is ωB97M-V/def2-TZVPD.

Geometry (Å):
N -1.946 0.750 -1.605
C -1.181 1.262 -0.904
C -0.179 1.924 -0.040
O -0.289 1.945 1.156
C 0.547 -1.131 0.899
C 0.385 -1.586 -0.468
N 0.727 -2.516 0.296
H 0.662 2.384 -0.585
H 0.137 -1.424 -1.511
H 1.455 -0.619 1.218
H -0.319 -0.989 1.546

Summary:
- SMILES string: C1=NC1.N#CC=O
- E_LUMO: -0.0381 hartree
- Frontier orbital gap: 0.3458 hartree
- Energy above the lowest of the compared OMol25 structures with the same formula, charge and spin: 3.755 eV
- Multiplicity: 1

Atomic partial charges in e from the Löwdin method, atoms 1 to 8: 0.1799 -0.1504 -0.2480 0.0863 -0.1861 -0.1786 0.1071 0.1283

This record from the Open Molecules 2025 dataset describes a structure of composition C15H20BF4OPr. The level of theory is ωB97M-V/def2-TZVPD.

Geometry (Å):
Pr 0.769 -0.530 0.913
C -0.583 -0.601 3.308
C -0.988 0.702 2.885
C -1.833 0.551 1.748
H -0.755 1.645 3.383
C -1.961 -0.844 1.467
C -1.196 -1.559 2.446
H -1.145 -2.642 2.548
H 0.063 -0.819 4.156
H -2.366 1.354 1.245
H -2.587 -1.287 0.693
C 2.518 -1.811 -0.790
C 1.794 -2.817 -0.100
C 0.454 -2.805 -0.582
H 2.199 -3.508 0.647
C 0.351 -1.780 -1.563
C 1.626 -1.160 -1.685
H 1.896 -0.363 -2.388
H 3.587 -1.587 -0.688
H -0.334 -3.521 -0.308
H -0.520 -1.576 -2.197
O 0.563 1.510 0.088
C -1.563 1.769 -2.463
C -1.130 2.918 -1.572
C -2.496 0.803 -1.840
C -0.485 1.301 -3.371
C -0.029 2.707 -0.377
H -1.988 3.384 -1.093
H -0.723 3.744 -2.150
H 0.860 3.288 -0.657
H -0.498 3.121 0.528
H -3.379 0.733 -2.502
H -2.856 1.084 -0.857
H -2.156 -0.231 -1.694
H -0.779 1.615 -4.379
H -0.305 0.220 -3.409
H 0.501 1.721 -3.190
F 2.691 0.275 2.095
B 3.169 -0.977 2.815
F 3.418 -0.676 4.116
F 1.987 -1.849 2.697
F 4.205 -1.505 2.080

Summary:
- E_LUMO (spin up / spin down): 0.1780 / 0.1780 hartree
- Frontier orbital gap (spin up / spin down): 0.0937 / 0.0938 hartree
- <S²>: 2.003
- Multiplicity: 3
- Charge: -2

Atomic partial charges in e from the Löwdin method, atoms 1 to 8: 1.2377 -0.2258 -0.1650 -0.1667 0.0993 -0.1940 -0.2457 0.0968

This record from the Open Molecules 2025 dataset describes an isolated molecule of C10H12N2O3. The level of theory is ωB97M-V/def2-TZVPD.

Geometry (Å):
C 0.801 0.777 -2.998
C 0.531 -0.831 -2.765
C -0.184 0.840 -0.892
C 2.271 -1.406 -0.196
C 1.223 -1.793 0.469
C -0.268 1.629 0.305
C -1.092 0.847 1.478
C -0.618 -0.543 1.642
C -2.596 0.925 1.230
C 0.837 -0.923 1.731
N 0.506 1.424 -1.906
N -0.744 -0.284 -0.847
O 1.198 1.135 -4.072
O 1.073 -1.649 -3.493
O -0.329 -1.202 -1.789
H 2.599 -1.780 -1.172
H 2.715 -0.432 0.146
H 0.539 -2.612 0.183
H 0.682 1.593 0.675
H -0.730 2.610 0.245
H -0.884 1.484 2.404
H -1.367 -1.202 1.768
H -2.973 1.815 1.796
H -3.071 0.007 1.491
H -2.787 1.110 0.206
H 1.153 -1.419 2.614
H 1.517 -0.119 1.747

Summary:
- E_LUMO (spin up / spin down): -0.0978 / -0.0978 hartree
- Frontier orbital gap (spin up / spin down): 0.2086 / 0.2086 hartree
- Energy above the lowest of the compared OMol25 structures with the same formula, charge and spin: 4.964 eV
- Multiplicity: 1

Atomic partial charges in e from the Löwdin method, atoms 1 to 8: -0.4644 -0.3555 -0.4215 0.0133 -0.1517 -0.0408 -0.3105 0.1624

This record from the Open Molecules 2025 dataset describes a cluster of 2 separate species, C9H14 in total. The level of theory is ωB97M-V/def2-TZVPD.

Geometry (Å):
C 2.335 1.551 -0.388
C -0.001 -1.271 -1.737
C -0.011 -2.113 -0.604
C 0.909 -0.140 -1.711
C 1.583 0.186 -0.557
C 0.784 -1.816 0.539
C 1.504 -0.631 0.596
H -0.648 -1.478 -2.605
H -0.692 -2.940 -0.520
H 0.905 0.392 -2.666
H 0.863 -2.596 1.505
H 3.378 1.475 -0.745
H 2.586 1.782 0.655
H 2.091 -0.418 1.534
H 1.805 2.409 -0.784
C -2.260 0.767 1.728
C -2.129 0.642 0.198
H -1.560 0.120 2.174
H -1.723 1.637 2.024
H -3.393 0.749 2.177
H -2.621 1.518 -0.284
H -2.646 -0.231 -0.467
H -1.061 0.405 -0.062

Summary:
- SMILES string: Cc1ccccc1.CC
- E_LUMO: 0.0377 hartree
- Frontier orbital gap: 0.3743 hartree
- Energy above the lowest of the compared OMol25 structures with the same formula, charge and spin: 1.919 eV
- Multiplicity: 1

Atomic partial charges in e from the Löwdin method, atoms 1 to 8: -0.0489 -0.0832 -0.1178 -0.0665 -0.2785 -0.1108 -0.0937 0.1058

This record from the Open Molecules 2025 dataset describes a cluster of 2 separate species, C2H7OPS2 in total. The level of theory is ωB97M-V/def2-TZVPD.

Geometry (Å):
C 0.322 1.425 0.816
C -0.664 1.536 -0.366
O -1.600 -0.618 0.814
P -1.504 -0.085 -0.709
S 2.025 -3.522 0.167
S 0.862 -2.770 -1.319
H -0.120 1.285 1.808
H 0.974 0.624 0.390
H 0.792 2.345 0.914
H -0.055 1.827 -1.341
H -1.380 2.258 -0.025
H -1.642 -1.586 0.966
H 1.991 -2.719 -2.117

Summary:
- E_LUMO (spin up / spin down): -0.0701 / -0.0042 hartree
- Frontier orbital gap (spin up / spin down): 0.1957 / 0.3288 hartree
- Energy above the lowest of the compared OMol25 structures with the same formula, charge and spin: 3.476 eV
- Multiplicity: 1

Atomic partial charges in e from the Löwdin method, atoms 1 to 8: -0.1873 -0.5097 -0.4348 0.7870 0.0021 0.1365 0.0713 0.0712

This record from the Open Molecules 2025 dataset describes a structure of composition C5H5Cl2CrNO4Pm. The level of theory is ωB97M-V/def2-TZVPD.

Geometry (Å):
Cr 2.684 2.203 -0.570
Pm 0.062 0.481 -0.486
Cl 1.301 2.043 1.389
Cl 2.627 -0.160 -0.947
C -0.365 -1.141 -2.397
C 2.339 4.057 -0.342
C 3.709 2.397 -2.161
O -0.633 -1.881 -3.240
O 2.262 5.211 -0.191
O 4.425 2.676 -3.046
C -2.025 -2.220 0.304
C -1.730 -1.325 1.469
N -2.330 -1.500 2.649
O -0.896 -0.343 1.360
H -2.751 -2.993 0.601
H -1.111 -2.745 -0.044
H -2.484 -1.665 -0.545
H -2.083 -0.842 3.382
H -2.999 -2.253 2.815

Summary:
- E_LUMO (spin up / spin down): -0.7680 / -0.7127 hartree
- Frontier orbital gap (spin up / spin down): 0.1418 / 0.1980 hartree
- Energy above the lowest of the compared OMol25 structures with the same formula, charge and spin: 1.572 eV
- <S²>: 15.814
- Multiplicity: 8
- Charge: +4

Atomic partial charges in e from the Löwdin method, atoms 1 to 8: 0.6036 1.5790 0.2980 0.2892 -0.0311 -0.0539 -0.0069 0.2434

This record from the Open Molecules 2025 dataset describes a structure of composition C24H15Cl2F8N3O3PdSb. The level of theory is ωB97M-V/def2-TZVPD.

Geometry (Å):
Pd 0.097 0.148 0.099
F 0.189 3.599 4.437
C 0.896 3.018 3.481
C 0.223 2.221 2.547
C 0.939 1.604 1.551
C 2.344 1.699 1.502
C 2.975 2.543 2.441
F 4.292 2.702 2.387
C 2.269 3.210 3.423
C 3.066 0.859 0.551
C 4.364 0.382 0.770
C 4.916 -0.518 -0.124
C 4.202 -0.881 -1.253
C 2.921 -0.359 -1.412
N 2.368 0.448 -0.523
H -0.851 2.128 2.651
H 2.777 3.840 4.140
H 4.904 0.676 1.656
H 5.894 -0.942 0.060
H 4.603 -1.557 -1.992
H 2.329 -0.619 -2.283
Cl -5.929 0.006 4.931
C -4.614 -0.301 3.910
C -4.026 -1.575 3.869
C -2.889 -1.792 3.119
Cl -2.212 -3.318 2.885
C -2.208 -0.679 2.464
O -1.015 -0.734 2.099
C -3.020 0.513 2.271
C -2.681 1.432 1.207
O -1.878 1.239 0.293
C -4.153 0.708 3.044
H -4.471 -2.394 4.413
H -3.285 2.351 1.188
H -4.716 1.626 2.962
F 1.456 -1.140 1.460
Sb 0.224 -2.706 0.971
F 1.854 -3.548 0.550
F 0.541 -3.136 2.812
F -1.501 -1.819 0.055
F -0.759 -4.268 0.474
F 0.678 -1.877 -0.921
N -1.042 -1.522 -6.676
C -0.933 -0.245 -6.314
O -0.986 0.717 -7.039
C -0.748 -0.026 -4.817
C 0.190 0.894 -4.368
C 0.331 1.077 -3.000
N -0.421 0.420 -2.124
C -1.364 -0.406 -2.552
C -1.561 -0.674 -3.899
H -1.171 -1.733 -7.656
H -0.918 -2.295 -6.040
H 0.797 1.454 -5.064
H 1.046 1.789 -2.608
H -1.995 -0.878 -1.808
H -2.338 -1.362 -4.198

Summary:
- E_LUMO (spin up / spin down): -0.4141 / -0.4151 hartree
- Frontier orbital gap (spin up / spin down): 0.1028 / 0.1020 hartree
- Energy above the lowest of the compared OMol25 structures with the same formula, charge and spin: 6.100 eV
- <S²>: 0.831
- Multiplicity: 2
- Charge: +2

Atomic partial charges in e from the Löwdin method, atoms 1 to 8: 1.0813 0.1192 -0.2500 -0.0099 0.0017 -0.0933 -0.1914 0.1266

This record from the Open Molecules 2025 dataset describes a structure of composition C29H25CaF10IO7S. The level of theory is ωB97M-V/def2-TZVPD.

Geometry (Å):
C 7.036 -4.199 -0.356
C 6.274 -2.870 -0.303
O 6.595 -2.011 0.487
O 5.220 -2.752 -1.166
C 4.963 -1.400 -1.543
C 3.713 -0.844 -0.812
C 3.692 0.686 -1.030
C 2.648 1.409 -0.210
C 3.038 1.954 1.040
O 4.314 1.794 1.408
C 2.112 2.637 1.834
C 0.822 2.806 1.390
S -0.292 3.703 2.478
O -1.629 3.194 2.349
O 0.163 3.478 3.813
C -0.250 5.523 2.108
F 0.997 5.970 1.927
F -0.959 5.821 0.963
C -0.850 6.350 3.313
F -1.926 5.716 3.793
F 0.056 6.390 4.279
F -1.191 7.568 2.924
C 0.395 2.280 0.167
C 1.334 1.576 -0.606
C 0.807 1.006 -1.909
O 1.419 0.977 -2.952
C -0.624 0.507 -1.824
C -1.037 -0.612 -2.476
C -2.379 -1.061 -2.405
C -2.734 -2.330 -3.148
C -3.142 -3.540 -2.239
C -2.770 -3.392 -0.746
C -2.536 -4.804 -0.149
F -3.543 -5.643 -0.392
F -1.351 -5.240 -0.678
C -2.259 -4.625 1.370
F -1.166 -3.861 1.552
F -3.299 -4.066 2.002
F -2.013 -5.790 1.982
C -3.267 -0.300 -1.657
C -2.897 0.847 -0.957
C -3.936 1.606 -0.149
C -3.967 1.123 1.362
C -3.451 -0.315 1.568
I -4.046 -0.947 3.559
C -1.547 1.250 -1.033
C -0.987 2.429 -0.365
O -1.592 3.536 -0.263
H 7.937 -4.113 -0.971
H 6.359 -4.992 -0.702
H 7.281 -4.434 0.686
H 5.833 -0.740 -1.446
H 4.717 -1.433 -2.617
H 3.729 -1.133 0.249
H 2.848 -1.355 -1.267
H 4.692 1.067 -0.781
H 3.554 0.897 -2.099
H 4.373 1.699 2.371
H 2.403 3.039 2.808
H -0.331 -1.197 -3.069
H -1.886 -2.626 -3.781
H -3.551 -2.088 -3.849
H -4.212 -3.736 -2.388
H -2.639 -4.429 -2.648
H -1.845 -2.840 -0.557
H -3.648 -2.995 -0.217
H -4.311 -0.615 -1.602
H -4.931 1.388 -0.561
H -3.798 2.693 -0.161
H -3.406 1.836 1.974
H -5.019 1.121 1.675
H -2.360 -0.397 1.553
H -3.945 -1.007 0.880
Ca -1.802 4.857 -1.785

Summary:
- E_LUMO: -0.3282 hartree
- Frontier orbital gap: 0.1582 hartree
- Multiplicity: 1
- Charge: +2

Atomic partial charges in e from the Löwdin method, atoms 1 to 8: 0.0299 -0.4990 0.0973 -0.0060 -0.1792 -0.1228 -0.1146 -0.0403

This record from the Open Molecules 2025 dataset describes a structure of composition C3HCaO2. The level of theory is ωB97M-V/def2-TZVPD.

Geometry (Å):
C 1.119 0.110 0.024
C -0.099 0.188 0.075
Ca 3.321 0.016 -0.134
O -1.459 0.459 -0.073
C -2.021 -0.371 0.803
O -1.898 -1.562 0.296
H -2.537 -2.160 0.708

Summary:
- E_LUMO: -0.2190 hartree
- Frontier orbital gap: 0.2192 hartree
- Energy above the lowest of the compared OMol25 structures with the same formula, charge and spin: 4.167 eV
- Multiplicity: 1
- Charge: +1

Population analysis type Löwdin, resulting atomic charges in e: -0.3010 -0.2920 1.5395 -0.0070 -0.1421 0.0789 0.1237

This record from the Open Molecules 2025 dataset describes a cluster of 13 separate species, C27H27Cl48IN5O5 in total. The level of theory is ωB97M-V/def2-TZVPD.

Geometry (Å):
C 2.366 -2.861 2.162
C 3.226 -3.646 1.027
O 2.296 -4.293 0.123
C 2.961 -5.149 -0.831
C 3.453 -4.417 -2.167
O 2.431 -3.641 -2.844
C 2.438 -2.271 -2.397
N 1.234 -1.500 -2.797
C 1.398 -0.316 -3.599
C 2.698 0.356 -4.216
C 3.760 0.891 -3.132
C 3.114 1.404 -1.755
C 4.333 1.747 -0.743
N 3.682 2.316 0.492
N 0.092 0.294 -3.823
C -0.761 -0.653 -3.131
N -2.086 -0.454 -3.140
C -3.162 -1.273 -2.561
C -3.384 -1.069 -0.984
O -2.825 -0.215 -0.277
O -4.344 -1.967 -0.370
C -3.675 -2.888 0.503
C -3.153 -2.401 1.952
O -3.490 -4.103 0.215
N -0.096 -1.739 -2.486
I -0.645 -3.326 -1.341
H 1.398 -2.417 1.747
H 2.092 -3.529 3.047
H 3.004 -2.008 2.581
H 3.909 -4.380 1.572
H 3.804 -2.818 0.449
H 2.209 -5.958 -1.140
H 3.842 -5.691 -0.341
H 4.419 -3.811 -2.003
H 3.749 -5.257 -2.905
H 2.520 -2.164 -1.246
H 3.416 -1.803 -2.801
H 2.470 1.174 -4.988
H 3.237 -0.477 -4.813
H 4.427 1.715 -3.590
H 4.493 0.024 -2.906
H 2.466 0.607 -1.245
H 2.487 2.333 -2.015
H 5.062 2.462 -1.246
H 4.834 0.731 -0.495
H 3.472 1.538 1.138
H 4.398 2.895 0.956
H -2.394 0.407 -3.631
H -3.037 -2.383 -2.856
H -4.159 -0.958 -3.055
H -2.158 -1.829 1.859
H -3.898 -1.643 2.394
H -3.055 -3.351 2.583
C 1.755 1.825 4.267
Cl 0.069 1.524 4.737
Cl 2.780 1.856 5.717
Cl 2.304 0.529 3.179
Cl 1.867 3.387 3.429
C 5.924 2.115 8.001
Cl 4.238 1.815 8.478
Cl 6.952 2.146 9.449
Cl 6.471 0.820 6.914
Cl 6.033 3.677 7.163
C -3.665 2.870 6.719
Cl -5.350 2.567 7.187
Cl -2.642 2.909 8.171
Cl -3.109 1.574 5.637
Cl -3.556 4.430 5.875
C -1.257 -1.651 -7.250
Cl -0.941 0.044 -7.678
Cl -0.376 -2.059 -5.761
Cl -2.999 -1.879 -6.981
Cl -0.716 -2.707 -8.570
C -8.821 3.202 4.968
Cl -7.128 3.123 4.436
Cl -9.576 1.605 4.785
Cl -8.884 3.695 6.674
Cl -9.697 4.387 3.976
C 7.820 2.325 -3.062
Cl 9.497 2.231 -3.638
Cl 7.037 0.740 -3.257
Cl 7.810 2.787 -1.347
Cl 6.935 3.541 -4.009
C -8.653 7.438 1.107
Cl -9.609 8.708 1.900
Cl -7.623 8.165 -0.144
Cl -7.636 6.623 2.313
Cl -9.747 6.254 0.359
C 7.472 -3.544 0.245
Cl 6.310 -2.284 0.722
Cl 7.808 -4.593 1.638
Cl 6.787 -4.516 -1.076
Cl 8.978 -2.781 -0.302
C 12.600 -2.969 1.593
Cl 13.673 -3.203 2.989
Cl 13.228 -3.879 0.203
Cl 10.970 -3.551 1.994
Cl 12.526 -1.241 1.185
C -6.635 -0.300 -7.121
Cl -6.038 -1.966 -6.949
Cl -8.049 -0.284 -8.192
Cl -7.093 0.330 -5.524
Cl -5.355 0.720 -7.814
C -6.775 4.562 -4.355
Cl -8.447 4.274 -3.827
Cl -5.697 4.539 -2.942
Cl -6.286 3.288 -5.494
Cl -6.671 6.145 -5.154
C -12.736 -0.320 6.701
Cl -13.729 -0.390 5.229
Cl -13.753 -0.661 8.118
Cl -11.439 -1.531 6.598
Cl -12.023 1.299 6.858

Summary:
- E_LUMO: -0.1464 hartree
- Frontier orbital gap: 0.2747 hartree
- Multiplicity: 1
- Charge: +1

Atomic partial charges in e from the Löwdin method, atoms 1 to 8: -0.0835 -0.2673 -0.2721 -0.1773 -0.1776 -0.1709 -0.1678 -0.0747